C5H9NO | ωB97M-V/def2-TZVPD

Results
**Energy relative to the best compared isomer or geometry (same formula, charge and spin)**: 38.57 kcal per mole
**Calculated total energy**: -8867.5401 eV
**E_HOMO**: -0.2678 Ha
**Net charge**: 0
**SMILES**: C=C/C(C)=C(\N)O
**Gap between HOMO and LUMO**: 0.295 Ha

Each atom is followed by the atoms it is bonded to, with distances in Å.
Geometry (Å):
1 C 2.34797 -0.59667 0.04326  C2 1.332, H8 1.077, H9 1.077
2 C 1.03203 -0.78404 0.12656  C1 1.332, C3 1.436, H10 1.110
3 C -0.02408 0.17958 -0.00628  C2 1.436, C4 1.507, C5 1.366
4 C 0.33377 1.64205 -0.06114  C3 1.507, H11 1.091, H12 1.088, H13 1.092
5 C -1.30870 -0.27597 0.08020  C3 1.366, N6 1.383, O7 1.369
6 N -1.74276 -1.57420 -0.11896  C5 1.383, H14 1.009, H15 1.006
7 O -2.39488 0.54856 0.19742  C5 1.369, H16 0.963
8 H 2.78654 0.38109 -0.06336  C1 1.077
9 H 3.03397 -1.42699 0.05702  C1 1.077
10 H 0.61373 -1.77340 0.40704  C2 1.110
11 H -0.44333 2.29244 0.34182  C4 1.091
12 H 1.22129 1.83788 0.53728  C4 1.088
13 H 0.53669 1.95198 -1.08787  C4 1.092
14 H -2.74210 -1.66251 -0.22253  N6 1.009
15 H -1.14063 -2.18154 -0.64860  N6 1.006
16 H -2.10952 1.44174 0.41815  O7 0.963

Mulliken atomic charge list, values in e, 2 entries: C -0.9787; C -0.3630

C5H9NO | ωB97M-V/def2-TZVPD

Results
**Energy relative to the best compared isomer or geometry (same formula, charge and spin)**: 67.53 kcal per mole
**Calculated total energy**: -8866.2844 eV
**E_HOMO**: -0.3396 Ha
**Net charge**: 0
**SMILES**: C[C@H]1N[C@H]1[C@H]1CO1
**Gap between HOMO and LUMO**: 0.382 Ha

Each atom is followed by the atoms it is bonded to, with distances in Å.
Geometry (Å):
1 C -2.07221 -0.39038 0.05631  C2 1.510, H8 1.096, H9 1.097, H10 1.094
2 C -1.15952 0.61424 0.71827  C1 1.510, N3 1.465, C4 1.483, H11 1.090
3 N -0.02778 0.20517 1.55412  C2 1.465, C4 1.461, H12 1.022
4 C 0.23332 0.90202 0.29661  C2 1.483, N3 1.461, C5 1.503, H13 1.091
5 C 0.98189 0.14896 -0.76683  C4 1.503, C6 1.465, O7 1.421, H14 1.091
6 C 2.27572 -0.43463 -0.40401  C5 1.465, O7 1.426, H15 1.089, H16 1.090
7 O 1.12030 -1.25253 -0.57388  C5 1.421, C6 1.426
8 H -2.80938 0.12973 -0.56552  C1 1.096
9 H -2.62725 -0.95307 0.81636  C1 1.097
10 H -1.53113 -1.10433 -0.57176  C1 1.094
11 H -1.69397 1.45643 1.15853  C2 1.090
12 H 0.15937 -0.78508 1.38138  N3 1.022
13 H 0.59376 1.92526 0.41013  C4 1.091
14 H 0.81909 0.44290 -1.80497  C5 1.091
15 H 3.05722 -0.56764 -1.15040  C6 1.089
16 H 2.61719 -0.32964 0.62630  C6 1.090

Mulliken atomic charge list, values in e, 2 entries: C -1.2527; C 0.0489

C5H9NO | ωB97M-V/def2-TZVPD

Results
**Energy relative to the best compared isomer or geometry (same formula, charge and spin)**: 78.00 kcal per mole
**Calculated total energy**: -8865.8302 eV
**E_HOMO**: -0.3784 Ha
**Net charge**: 0
**SMILES**: C=C(C)C#N.[H][H].C=O
**Gap between HOMO and LUMO**: 0.387 Ha

Each atom is followed by the atoms it is bonded to, with distances in Å.
Geometry (Å):
1 C 0.13689 -1.22375 -1.04020  C2 1.337, H6 1.086, H7 1.085
2 C 0.25223 -1.05934 0.28180  C1 1.337, C3 1.508, C4 1.445
3 C 1.39629 -0.34209 0.95366  C2 1.508, H8 1.094, H9 1.095, H10 1.095
4 C -0.78990 -1.57917 1.13797  C2 1.445, N5 1.159
5 N -1.63366 -1.96139 1.83444  C4 1.159
6 H 0.88837 -0.82043 -1.71236  C1 1.086
7 H -0.71262 -1.73372 -1.48301  C1 1.085
8 H 1.88754 0.33540 0.24915  C3 1.094
9 H 1.05139 0.24846 1.80830  C3 1.095
10 H 2.13291 -1.06164 1.32605  C3 1.095
11 H 0.51900 1.25661 -2.55242  H12 0.746
12 H 0.26341 1.72357 -2.02915  H11 0.746
13 C -1.35457 1.55069 0.30730  O14 1.206, H15 1.105, H16 1.106
14 O -0.60477 2.44256 -0.00426  C13 1.206
15 H -2.02639 1.05857 -0.41957  C13 1.105
16 H -1.40613 1.16566 1.34231  C13 1.106

Mulliken atomic charge list, values in e, 2 entries: C -0.8920; C 0.5566

C5H9NO | ωB97M-V/def2-TZVPD

Results
**Energy relative to the best compared isomer or geometry (same formula, charge and spin)**: 81.11 kcal per mole
**Calculated total energy**: -8865.6956 eV
**E_HOMO**: -0.3459 Ha
**Net charge**: 0
**SMILES**: C/N=C/[C@H]1O[C@@H]1C
**Gap between HOMO and LUMO**: 0.384 Ha

Each atom is followed by the atoms it is bonded to, with distances in Å.
Geometry (Å):
1 C 1.87610 0.15572 -1.76541  N2 1.427, H8 1.099, H9 1.093, H10 1.096
2 N 0.69870 -0.43958 -1.22113  C1 1.427, C3 1.262
3 C 0.56390 -1.26861 -0.27957  N2 1.262, C4 1.508, H11 1.104
4 C -0.85430 -1.07952 0.19697  C3 1.508, O5 1.423, C6 1.454, H12 1.086
5 O -1.52677 -1.41164 1.40686  C4 1.423, C6 1.427
6 C -0.88092 -0.14339 1.30934  C4 1.454, O5 1.427, C7 1.501, H13 1.093
7 C -1.47768 1.22753 1.17749  C6 1.501, H14 1.092, H15 1.100, H16 1.092
8 H 2.06079 1.07029 -1.18390  C1 1.099
9 H 1.63002 0.47908 -2.78041  C1 1.093
10 H 2.78746 -0.45257 -1.77180  C1 1.096
11 H 1.34135 -1.82855 0.26963  C3 1.104
12 H -1.51745 -0.94554 -0.65286  C4 1.086
13 H 0.02977 -0.14806 1.91456  C6 1.093
14 H -1.86228 1.62692 2.11814  C7 1.092
15 H -0.63233 1.85957 0.86699  C7 1.100
16 H -2.23635 1.29835 0.39511  C7 1.092

Mulliken atomic charge list, values in e, 2 entries: C -0.7716; N -0.3539